{
  "formula": "C4H8O",
  "method": "the ωB97M-V functional and the def2-TZVPD basis",
  "smiles": "CC(C)C=O",
  "e_above_lowest_kj_mol": 23.9,
  "gap_ha": 0.393,
  "elements": ["C", "C", "C", "C", "O", "H", "H", "H", "H", "H", "H", "H", "H"],
  "xyz": [[-0.34, -0.31, 1.34], [0.14, -0.32, -0.12], [1.00, 0.90, -0.45], [-1.00, -0.51, -1.10], [-1.05, -0.01, -2.20], [0.50, -0.33, 2.04], [-0.90, 0.61, 1.55], [-0.99, -1.16, 1.58], [0.75, -1.22, -0.30], [1.31, 0.88, -1.49], [1.89, 0.92, 0.19], [0.44, 1.83, -0.28], [-1.78, -1.23, -0.75]],
  "nbo_charge": [-0.6055, -0.3330, -0.6054, 0.4528, -0.5196, 0.2184, 0.2086, 0.2115, 0.2228, 0.2293, 0.2089, 0.2100, 0.1012]
}